Molecular formula: C2H2N3O
Method: DFT, ωB97M-V/def2-TZVPD

Calculated values
Energy ... -8611.8647 eV
Max |F| ... 3.12 eV/A
Lowest unoccupied orbital energy ... -6.76 eV
Net charge ... +1
Spin multiplicity ... 1
Frontier orbital gap ... 7.930 eV

Last column: natural (NBO) charge in e.
Positions of all 8 atoms, in Å:
C 0.412 0.541 0.625  -0.034
C -1.460 -0.646 1.323  0.940
N 0.218 0.800 1.831  0.038
N -0.433 0.660 2.759  0.084
N -0.660 -0.454 0.337  -0.592
O -2.090 -1.106 2.148  -0.218
H 1.227 0.579 0.015  0.272
H -0.992 -0.560 -0.676  0.510

=====

Molecular formula: C10H10
Method: DFT, ωB97M-V/def2-TZVPD

Calculated values
Energy ... -10525.9725 eV
Max |F| ... 7.14 eV/A
Lowest unoccupied orbital energy ... 1.02 eV
SMILES ... C(C#CC1CC1)#CC1CC1
Net charge ... 0
Spin multiplicity ... 1
Frontier orbital gap ... 9.805 eV

Last column: natural (NBO) charge in e.
Positions of all 20 atoms, in Å:
C 0.105 -1.000 0.105  -0.064
C -1.172 -0.368 -0.159  -0.097
C 1.203 -1.485 0.244  0.049
C -2.074 0.371 -0.232  0.067
C 3.379 -2.602 -0.564  -0.402
C 3.923 -1.499 0.268  -0.389
C -3.114 2.818 -0.724  -0.398
C -3.140 2.469 0.722  -0.406
C 2.493 -2.002 0.537  -0.325
C -3.276 1.337 -0.242  -0.291
H 3.046 -2.294 -1.621  0.231
H 3.953 -3.508 -0.368  0.223
H 4.693 -1.685 1.008  0.220
H 4.056 -0.524 -0.263  0.216
H -4.017 3.262 -1.022  0.212
H -2.146 3.128 -1.358  0.233
H -2.153 2.429 1.244  0.227
H -3.988 2.757 1.285  0.218
H 2.519 -2.575 1.507  0.239
H -4.290 0.969 -0.366  0.238

=====

Molecular formula: CdI
Method: DFT, ωB97M-V/def2-TZVPD

Calculated values
Energy ... -12656.6455 eV
Max |F| ... 1.18 eV/A
Lowest unoccupied orbital energy ... -8.38 eV
Net charge ... +1
Spin multiplicity ... 1
Frontier orbital gap ... 6.395 eV

Last column: natural (NBO) charge in e.
Positions of all 2 atoms, in Å:
Cd -7.168 11.840 26.423  1.226
I -8.045 10.093 24.582  -0.226

=====

Molecular formula: C3H3N2O
Method: DFT, ωB97M-V/def2-TZVPD

Calculated values
Energy ... -8175.7614 eV
Max |F| ... 4.62 eV/A
Lowest unoccupied orbital energy (spin up / spin down) ... -6.59 / -6.59 eV
Net charge ... +1
Spin multiplicity ... 1
Frontier orbital gap (spin up / spin down) ... 7.823 / 7.822 eV

Last column: natural (NBO) charge in e.
Positions of all 9 atoms, in Å:
C -2.510 0.254 -0.171  0.969
C -0.361 -0.972 0.194  0.400
C 1.615 0.270 -0.286  0.118
N -1.331 -0.107 -0.068  -0.620
N 0.819 -0.359 0.469  -0.505
O -3.564 0.661 -0.282  -0.320
H 2.674 0.440 0.033  0.242
H 1.400 0.827 -1.131  0.232
H 1.258 -1.014 1.243  0.485